Record 1
ORCA calculation (ωB97M-V with the def2-TZVPD basis set) on a structure of composition C30H36AsCl4IrN2O2S2Si2.

highest occupied orbital energy (alpha / beta)	-0.2298 / -0.2833	Eh
LUMO (alpha / beta)	0.469 / -1.783	eV
<S²>	6.032
frontier orbital gap (alpha / beta)	6.7 / 5.9	eV
spin multiplicity	5

Geometry (Å):
Ir (1.437, 1.254, -1.652)
S (1.540, 1.083, 0.641)
C (1.188, -0.564, 1.051)
N (1.333, -0.954, 2.339)
C (0.837, -2.252, 2.744)
C (-0.112, -2.820, 1.721)
N (0.537, -2.750, 0.433)
C (0.053, -3.599, -0.604)
C (0.052, -5.076, -0.262)
C (-0.956, -5.868, -0.770)
C (-1.033, -7.214, -0.423)
C (-0.117, -7.766, 0.438)
C (0.862, -6.930, 0.991)
C (0.930, -5.615, 0.647)
C (0.864, -1.476, 0.056)
S (0.809, -1.025, -1.544)
C (1.473, 0.025, 3.444)
C (0.195, 0.645, 3.968)
C (0.188, 0.999, 5.304)
C (-0.936, 1.601, 5.879)
C (-2.045, 1.880, 5.102)
C (-2.062, 1.461, 3.769)
C (-0.948, 0.862, 3.225)
H (0.352, -2.178, 3.705)
H (1.687, -2.965, 2.896)
H (-1.091, -2.269, 1.741)
H (-0.319, -3.835, 2.026)
H (0.715, -3.493, -1.470)
H (-0.974, -3.322, -0.870)
H (-1.727, -5.450, -1.425)
H (-1.842, -7.851, -0.798)
H (-0.157, -8.783, 0.774)
H (1.612, -7.323, 1.695)
H (1.687, -4.971, 1.077)
H (2.174, 0.805, 3.079)
H (2.050, -0.479, 4.210)
H (1.106, 0.792, 5.912)
H (-0.977, 1.906, 6.966)
H (-2.896, 2.403, 5.595)
H (-2.932, 1.716, 3.133)
H (-0.976, 0.536, 2.217)
Cl (7.001, 0.079, -5.478)
C (5.431, 0.394, -4.953)
C (4.457, 0.776, -5.954)
Cl (4.821, 0.751, -7.626)
C (3.180, 1.133, -5.538)
Cl (1.926, 1.548, -6.645)
C (2.859, 1.136, -4.136)
O (1.699, 1.426, -3.725)
C (3.857, 0.752, -3.137)
O (3.540, 0.785, -1.915)
C (5.180, 0.460, -3.618)
Cl (6.346, 0.025, -2.400)
C (-0.944, 4.227, 1.378)
Si (-0.634, 4.340, -0.417)
C (-1.761, 5.504, -1.344)
C (1.102, 4.972, -0.534)
As (-0.676, 2.231, -1.510)
Si (-2.808, 1.280, -1.405)
C (-4.086, 2.398, -0.743)
C (-3.161, 0.904, -3.176)
C (-2.885, -0.291, -0.363)
H (-1.193, 5.263, 1.685)
H (-0.004, 3.946, 1.795)
H (-1.776, 3.600, 1.726)
H (-1.644, 6.510, -0.933)
H (-2.786, 5.159, -1.208)
H (-1.485, 5.636, -2.380)
H (1.340, 5.864, 0.032)
H (1.299, 5.151, -1.571)
H (1.855, 4.228, -0.199)
H (-4.144, 3.352, -1.198)
H (-3.862, 2.688, 0.300)
H (-5.045, 1.855, -0.797)
H (-3.304, 1.892, -3.663)
H (-4.009, 0.287, -3.331)
H (-2.290, 0.407, -3.592)
H (-2.887, -0.081, 0.705)
H (-2.202, -1.115, -0.534)
H (-3.885, -0.614, -0.563)

Forces on the atoms, in the same order (eV/Å):
Ir 0.299 0.289 0.326
S 0.148 0.308 0.311
C 0.482 1.081 -0.157
N -0.507 0.626 1.256
C 0.830 -0.727 0.035
C -0.591 0.437 0.542
N 0.069 -0.595 0.311
C -0.040 -1.313 -0.494
C -0.991 0.931 0.155
C -0.526 -0.414 -0.369
C -0.639 -0.441 -0.361
C 0.755 0.704 0.745
C 0.420 -1.389 0.435
C 0.795 0.650 0.015
C 0.079 0.278 0.430
S -0.235 -0.328 -1.680
C 0.820 0.169 -1.615
C 0.554 -0.455 0.633
C 0.561 0.093 1.189
C 0.277 0.450 1.205
C -0.697 0.105 0.292
C -0.830 0.999 0.156
C -0.100 -0.183 -0.035
H -0.334 0.205 0.352
H -0.468 0.470 -0.243
H 0.642 -0.209 -0.155
H -0.071 -0.380 -0.286
H -0.338 0.254 0.048
H 0.029 0.093 -0.367
H 0.341 -0.039 0.183
H 0.274 0.383 -0.010
H -0.163 -0.415 -0.130
H -0.514 0.061 -0.323
H 0.086 -0.011 0.047
H -0.551 -0.229 0.140
H -0.243 -0.166 0.457
H -1.010 0.253 -0.486
H 0.343 -0.490 -1.368
H 0.620 -0.520 -0.722
H 0.566 -0.417 0.425
H 0.030 -0.155 -0.972
Cl 0.897 -0.375 -0.373
C -0.222 0.851 -0.621
C -1.153 0.020 0.920
Cl 0.197 -0.055 0.127
C 0.745 -0.222 0.163
Cl 0.222 -0.037 0.199
C 0.283 -0.385 -0.348
O -0.516 0.161 0.063
C 0.426 0.508 -0.700
O -0.206 -0.230 0.013
C -0.600 -0.570 1.086
Cl -0.275 0.216 -0.533
C -1.659 0.622 0.334
Si 0.418 0.038 -0.788
C 0.110 0.166 0.606
C 0.845 -0.819 0.284
As 0.069 0.617 0.394
Si 0.777 -1.201 0.051
C -0.214 -0.048 1.543
C 0.729 1.069 -0.159
C 0.267 0.622 0.331
H 0.256 -0.368 0.069
H 0.508 -0.388 0.679
H 0.429 0.008 -0.053
H -0.230 -0.024 0.320
H -0.127 0.288 -0.323
H -0.128 -0.422 -0.441
H -0.333 0.366 0.102
H 0.363 0.279 -0.748
H -0.485 0.135 -0.194
H -0.310 0.813 -1.045
H -0.248 -0.539 -0.102
H 0.220 0.427 0.118
H 0.080 -0.650 -0.057
H -0.950 -0.528 -0.143
H 0.106 0.005 -0.288
H 0.186 0.193 0.164
H 0.214 0.089 -0.348
H -0.866 -0.598 -0.214

---

Record 2
ORCA calculation (ωB97M-V with the def2-TZVPD basis set) on a cluster of 9 separate species, C104H62F2O20 in total.

highest occupied orbital energy	-0.3478	Eh
LUMO	-1.133	eV
structure (SMILES)	O=C1c2ccccc2C(=O)c2ccccc21.O=C1c2ccccc2C(=O)c2ccccc21.O=C1c2ccccc2C(=O)c2ccccc21.O=C1c2ccccc2C(=O)c2ccccc21.O=C1c2ccccc2C(=O)c2ccccc21.O=C1c2ccccc2C(=O)c2ccccc21.O=C1c2ccccc2C(=O)c2ccccc21.O=C1OC[C@@H](F)O1.O=C1OC[C@@H](F)O1
frontier orbital gap	8.3	eV

Geometry (Å):
C (-9.125, -4.544, 4.804)
C (-10.346, -4.285, 5.637)
O (-11.243, -3.717, 4.805)
C (-10.702, -3.521, 3.599)
O (-11.174, -2.769, 2.691)
O (-9.523, -4.144, 3.565)
F (-10.146, -3.313, 6.515)
H (-8.687, -5.541, 4.813)
H (-8.291, -4.010, 5.259)
H (-10.698, -5.186, 6.139)
C (-3.298, -6.574, 10.499)
C (-2.641, -7.890, 10.327)
O (-1.300, -7.641, 10.042)
C (-1.173, -6.382, 9.749)
O (-0.181, -5.816, 9.351)
O (-2.365, -5.744, 9.866)
F (-3.084, -8.585, 9.247)
H (-3.176, -6.397, 11.568)
H (-4.299, -6.375, 10.115)
H (-2.717, -8.464, 11.251)
C (8.202, -4.420, 0.953)
C (7.523, -3.166, 0.935)
C (8.068, -2.058, 0.267)
C (9.261, -2.158, -0.382)
C (9.754, -3.468, -0.542)
C (9.286, -4.538, 0.154)
C (11.044, -3.629, -1.355)
O (11.726, -4.664, -1.386)
C (11.660, -2.424, -2.051)
C (12.844, -2.624, -2.779)
C (13.566, -1.490, -3.249)
C (12.958, -0.189, -3.155)
C (11.660, -0.063, -2.594)
C (11.148, -1.112, -1.882)
C (9.973, -0.902, -0.964)
O (9.384, 0.175, -0.886)
H (7.961, -5.376, 1.394)
H (6.687, -3.071, 1.613)
H (7.566, -1.148, 0.562)
H (9.790, -5.493, 0.111)
H (13.318, -3.583, -2.923)
H (14.277, -1.808, -3.998)
H (13.318, 0.717, -3.619)
H (11.239, 0.922, -2.454)
C (-4.923, -4.704, -0.921)
C (-6.192, -4.302, -0.449)
C (-7.242, -5.212, -0.592)
C (-7.064, -6.546, -1.147)
C (-5.782, -6.917, -1.607)
C (-4.739, -5.922, -1.614)
C (-5.575, -8.354, -2.135)
O (-4.433, -8.561, -2.629)
C (-6.655, -9.407, -1.873)
C (-6.387, -10.694, -2.007)
C (-7.278, -11.694, -1.558)
C (-8.522, -11.373, -1.004)
C (-8.827, -10.034, -0.931)
C (-7.865, -9.026, -1.300)
C (-8.167, -7.586, -1.099)
O (-9.311, -7.297, -0.786)
H (-4.121, -3.983, -0.978)
H (-6.421, -3.308, -0.093)
H (-8.275, -5.006, -0.355)
H (-3.730, -6.041, -1.981)
H (-5.472, -11.040, -2.465)
H (-6.987, -12.732, -1.616)
H (-9.359, -11.901, -0.572)
H (-9.805, -9.721, -0.595)
C (0.323, 3.884, -10.108)
C (0.168, 5.310, -10.131)
C (1.091, 6.092, -9.464)
C (2.202, 5.447, -8.930)
C (2.475, 4.012, -9.021)
C (1.498, 3.265, -9.669)
C (3.702, 3.362, -8.443)
O (3.942, 2.147, -8.717)
C (4.411, 4.177, -7.423)
C (5.354, 3.536, -6.546)
C (5.852, 4.256, -5.460)
C (5.386, 5.454, -5.128)
C (4.498, 6.120, -6.004)
C (4.068, 5.530, -7.180)
C (3.149, 6.294, -8.154)
O (3.119, 7.536, -8.257)
H (-0.517, 3.424, -10.608)
H (-0.769, 5.703, -10.495)
H (0.926, 7.156, -9.550)
H (1.677, 2.210, -9.814)
H (5.796, 2.579, -6.783)
H (6.654, 4.030, -4.774)
H (5.565, 6.009, -4.219)
H (4.162, 7.127, -5.804)
C (-1.939, 9.252, -6.108)
C (-1.057, 8.440, -5.367)
C (-1.130, 7.059, -5.476)
C (-2.182, 6.382, -6.192)
C (-3.035, 7.253, -6.887)
C (-2.933, 8.653, -6.880)
C (-4.204, 6.598, -7.763)
O (-5.044, 7.402, -8.195)
C (-4.302, 5.123, -7.828)
C (-5.334, 4.546, -8.448)
C (-5.562, 3.199, -8.430)
C (-4.551, 2.382, -7.948)
C (-3.520, 2.912, -7.181)
C (-3.469, 4.330, -7.068)
C (-2.303, 4.887, -6.289)
O (-1.397, 4.183, -5.846)
H (-1.856, 10.322, -5.986)
H (-0.550, 8.929, -4.549)
H (-0.470, 6.515, -4.815)
H (-3.588, 9.284, -7.463)
H (-6.215, 5.016, -8.860)
H (-6.363, 2.760, -9.007)
H (-4.597, 1.308, -8.048)
H (-2.822, 2.265, -6.669)
C (-2.130, -1.605, 4.120)
C (-1.097, -1.770, 4.938)
C (0.088, -1.074, 4.716)
C (0.302, -0.388, 3.505)
C (-0.740, -0.345, 2.561)
C (-1.993, -0.910, 2.939)
C (-0.592, 0.505, 1.351)
O (-1.481, 0.584, 0.500)
C (0.810, 1.127, 1.085)
C (1.050, 1.811, -0.151)
C (2.234, 2.511, -0.385)
C (3.231, 2.537, 0.735)
C (3.033, 1.843, 1.912)
C (1.822, 1.044, 1.996)
C (1.711, 0.176, 3.266)
O (2.462, 0.214, 4.224)
H (-3.085, -2.035, 4.385)
H (-1.233, -2.451, 5.766)
H (0.851, -1.172, 5.474)
H (-2.801, -0.886, 2.223)
H (0.178, 1.958, -0.770)
H (2.539, 3.048, -1.271)
H (4.110, 3.149, 0.601)
H (3.838, 1.958, 2.624)
C (-10.817, 9.435, -5.310)
C (-10.224, 10.709, -4.969)
C (-8.966, 10.788, -4.364)
C (-8.311, 9.621, -4.155)
C (-8.949, 8.324, -4.317)
C (-10.266, 8.296, -4.762)
C (-8.220, 7.046, -4.005)
O (-8.757, 5.932, -4.250)
C (-7.023, 7.080, -3.231)
C (-6.391, 5.952, -2.622)
C (-5.146, 5.971, -1.962)
C (-4.471, 7.226, -1.883)
C (-5.021, 8.328, -2.592)
C (-6.292, 8.328, -3.217)
C (-6.854, 9.547, -3.820)
O (-6.096, 10.505, -3.947)
H (-11.796, 9.491, -5.762)
H (-10.785, 11.629, -5.049)
H (-8.420, 11.710, -4.228)
H (-10.836, 7.381, -4.824)
H (-6.785, 4.948, -2.683)
H (-4.836, 5.026, -1.542)
H (-3.500, 7.272, -1.414)
H (-4.461, 9.248, -2.522)
C (5.989, -3.014, 10.193)
C (5.342, -3.334, 11.310)
C (5.944, -3.958, 12.407)
C (7.302, -4.360, 12.364)
C (7.989, -3.932, 11.201)
C (7.333, -3.375, 10.148)
C (9.470, -4.114, 11.174)
O (10.222, -3.597, 10.323)
C (10.100, -4.844, 12.339)
C (11.529, -4.864, 12.380)
C (12.167, -5.275, 13.552)
C (11.437, -5.598, 14.717)
C (9.996, -5.412, 14.680)
C (9.398, -5.113, 13.495)
C (7.918, -5.020, 13.527)
O (7.282, -5.438, 14.523)
H (5.540, -2.535, 9.335)
H (4.316, -2.998, 11.336)
H (5.299, -4.214, 13.234)
H (7.731, -3.047, 9.198)
H (12.163, -4.552, 11.564)
H (13.236, -5.419, 13.490)
H (11.778, -5.889, 15.699)
H (9.416, -5.558, 15.580)

Forces on the atoms, in the same order (eV/Å):
C 1.385 -0.915 1.802
C 0.281 -1.424 0.856
O -2.337 -0.165 -1.782
C -1.653 3.999 -3.937
O 2.027 -3.895 4.069
O 0.544 0.718 -2.733
F 1.120 0.981 2.346
H -0.870 -0.460 -0.315
H -0.016 0.966 -0.453
H -0.469 0.193 0.124
C 0.829 0.663 0.718
C -0.462 -1.985 -0.064
O 0.157 -1.343 1.176
C 1.566 3.527 -1.885
O -1.226 -1.100 0.797
O 0.417 1.312 -0.620
F -0.691 -0.422 -0.061
H -0.803 0.415 0.232
H 0.167 -0.471 0.089
H 0.046 -0.586 -0.384
C -1.279 1.082 -0.476
C 0.944 -1.643 0.667
C -1.451 -0.322 2.364
C 1.214 -0.009 -1.169
C 2.837 1.456 -1.425
C 0.726 -0.833 -0.436
C 1.589 -0.823 0.309
O -1.936 1.278 0.251
C 0.070 -0.010 0.537
C 0.331 1.983 0.409
C -2.749 -0.066 -0.568
C -1.116 -1.491 -0.463
C 2.656 0.662 0.724
C -0.832 -1.761 0.533
C -2.518 -0.127 -1.117
O 1.333 -1.197 0.304
H -0.925 0.492 0.774
H -0.303 0.327 -0.281
H 0.281 0.499 -0.716
H 0.239 0.035 -0.322
H -0.486 -0.210 0.078
H 0.962 0.887 0.349
H 0.622 -0.229 -0.121
H -0.215 0.030 -0.205
C -0.908 -0.391 -1.318
C -0.468 -1.545 -0.764
C -0.103 -1.765 -0.847
C 1.183 0.996 0.711
C -0.377 0.184 -0.406
C -0.902 0.093 1.657
C 3.388 1.161 -0.579
O -3.667 -0.444 1.125
C 0.299 3.586 0.584
C 0.194 -4.375 -0.322
C -0.210 -0.223 0.193
C 0.240 1.533 -0.177
C 1.292 2.359 -0.591
C -0.868 -0.795 -0.044
C -0.975 0.529 0.731
O 0.537 0.495 -0.196
H 0.155 0.005 0.308
H 0.285 0.015 0.198
H 0.013 0.411 0.340
H -0.201 -0.741 -0.313
H 0.218 0.177 0.050
H 0.149 -0.048 -0.167
H 0.624 -1.429 -0.340
H 0.094 0.218 0.189
C -0.035 2.072 -0.914
C 0.056 -2.369 1.285
C -0.121 -0.766 -1.304
C 1.376 -0.958 0.748
C -1.145 2.289 -0.437
C -0.428 0.023 -0.081
C -0.388 -2.846 -0.875
O -0.297 3.861 0.983
C 1.268 -0.963 1.278
C -0.216 1.316 -1.029
C 1.235 -1.614 0.275
C -3.052 3.730 -0.802
C 0.335 -0.028 -0.130
C -0.515 -0.049 -0.448
C 0.113 1.687 0.282
O 0.493 -2.744 0.662
H 0.290 -0.931 0.122
H 0.096 0.192 -0.243
H 0.575 0.163 0.759
H -0.159 -0.126 0.104
H -0.447 -0.196 -0.108
H 0.174 -1.498 -0.309
H 0.704 -0.337 0.155
H 0.009 0.105 0.094
C -0.092 -0.971 0.200
C -1.551 0.082 -0.369
C -0.847 -0.812 0.628
C 1.108 2.143 0.042
C -1.527 -1.674 -1.488
C 0.955 -0.039 0.361
C -0.146 3.591 1.301
O 1.335 -2.211 0.166
C 0.971 1.683 1.277
C -3.784 -0.867 -1.177
C 1.482 -1.261 -0.890
C 0.156 -0.616 1.020
C -0.899 1.370 -0.297
C 2.151 -1.799 0.376
C 1.392 0.265 0.078
O -1.429 0.549 -0.369
H -0.191 0.106 -0.209
H 0.841 -0.222 -0.270
H 0.038 -0.466 -0.185
H -0.266 -0.314 -0.042
H 0.573 1.255 -0.254
H -0.283 0.097 0.234
H -0.151 -0.122 -0.091
H 0.177 0.237 -0.012
C -2.251 0.094 -1.801
C 2.039 0.199 1.688
C 0.116 -0.658 -0.379
C 0.564 -1.053 0.406
C -0.758 0.446 1.364
C 1.043 0.560 -1.358
C 0.221 -0.805 -2.151
O 1.264 0.310 1.409
C -0.826 0.079 -1.114
C -0.039 1.128 0.719
C 1.456 -0.987 3.285
C -2.036 -0.183 -1.879
C -1.136 -0.198 -2.095
C 2.762 -0.211 2.650
C -2.363 1.999 0.926
O 0.342 -0.276 -1.514
H -0.128 -0.167 -0.215
H 0.318 0.250 0.411
H 0.354 0.209 -0.289
H -0.111 0.311 0.015
H 0.103 -0.359 -0.469
H -0.585 -0.043 -0.197
H 0.110 0.002 -0.002
H -0.454 -0.663 0.586
C 0.390 2.940 1.849
C -0.283 -1.216 0.122
C -0.774 0.333 -1.146
C 0.943 -3.912 0.056
C 0.689 1.614 0.296
C 0.198 -0.415 -1.215
C -3.423 -3.028 -0.109
O 1.033 2.626 0.066
C 3.840 1.128 1.039
C 0.233 0.066 -0.305
C -1.152 2.203 -0.635
C -1.315 -1.004 -1.491
C -0.043 -0.270 1.010
C 0.218 -2.932 0.956
C 1.018 1.806 0.435
O -0.999 -0.372 -0.237
H -0.057 -0.404 -0.022
H -0.114 -0.009 -0.620
H -0.233 0.195 0.206
H 0.326 -0.301 -0.011
H -0.772 0.200 -0.261
H 0.469 0.226 0.157
H -0.009 0.311 0.075
H -0.111 0.193 -0.297
C 1.916 -0.584 -1.041
C -1.913 0.293 1.951
C 0.363 -0.905 -0.339
C -2.375 1.511 -0.686
C 1.350 -1.189 0.855
C -0.843 1.508 -1.735
C 1.877 0.553 -1.246
O -2.007 -1.099 1.472
C 2.142 1.386 -0.846
C -1.213 -0.451 0.907
C -0.508 -0.809 0.538
C -2.751 1.102 -0.754
C 3.486 -0.999 0.600
C -1.291 -0.023 -0.026
C -0.852 -0.709 2.086
O 1.039 1.103 -2.614
H -0.159 0.018 0.105
H -0.321 -0.320 0.578
H 0.284 -0.023 0.289
H 1.297 -0.406 0.248
H -0.423 -0.028 -0.293
H 0.154 0.174 0.335
H 0.846 -0.043 -0.277
H -0.101 -0.060 -0.110